## A
# CH6NPS

One molecule with the formula CH6NPS (ωB97M-V/def2-TZVPD, the OMol25 dataset).

Values from the calculation:
- E_HOMO (hartree) = -0.2895
- LUMO level (eV) = -0.2870
- multiplicity = 1
- frontier orbital gap (eV) = 7.59

Positions of all 10 atoms, in Å:
C  1.457  -0.823  0.175
N  0.058  1.499  -0.426
P  -2.455  -0.387  0.412
S  -0.470  0.014  -0.317
H  1.707  -0.135  1.025
H  1.291  -1.863  0.523
H  2.045  -0.628  -0.741
H  -0.667  2.120  -0.010
H  -2.602  0.825  0.924
H  -0.365  -0.621  -1.564

---

## B
# CH6NPS

One molecule with the formula CH6NPS (ωB97M-V/def2-TZVPD, the OMol25 dataset).

Values from the calculation:
- E_HOMO (hartree) = -0.2804
- LUMO level (eV) = 0.2794
- multiplicity = 1
- frontier orbital gap (eV) = 7.91

Positions of all 10 atoms, in Å:
C  -0.610  -0.053  1.060
N  -0.809  -0.135  -1.344
P  2.106  0.533  -0.441
S  0.223  -0.476  -0.344
H  -0.416  1.008  1.220
H  -0.208  -0.581  1.943
H  -1.599  -0.135  0.998
H  -0.545  0.067  -2.276
H  1.389  1.645  -0.808
H  0.469  -1.873  -0.008

---

## C
# CH6NPS

A 2-piece molecular cluster, CH6NPS overall (ωB97M-V/def2-TZVPD, the OMol25 dataset).

Values from the calculation:
- E_HOMO (spin up / spin down) (hartree) = -0.2609 / -0.3309
- LUMO level (spin up / spin down) (eV) = -0.2510 / -0.1737
- multiplicity = 1
- frontier orbital gap (spin up / spin down) (eV) = 6.85 / 8.83

Positions of all 10 atoms, in Å:
C  0.333  -1.886  -0.178
N  -1.582  1.839  0.728
P  -1.289  0.347  1.389
S  0.081  -0.057  -0.109
H  0.470  -2.260  0.824
H  1.113  -1.942  -0.866
H  -0.596  -2.344  -0.614
H  -0.678  2.374  0.576
H  -2.428  2.352  0.936
H  0.017  0.952  3.696

---

Least stable structure: A

---

## A
# C22H25IIrN9OPS3

C22H25IIrN9OPS3 as an isolated structure (ωB97M-V/def2-TZVPD, the OMol25 dataset).

Values from the calculation:
- E_HOMO (spin up / spin down) (hartree) = -0.4909 / -0.4890
- net charge = +2
- LUMO level (spin up / spin down) (eV) = -5.5236 / -7.7298
- multiplicity = 2
- <S²> = 0.761
- frontier orbital gap (spin up / spin down) (eV) = 7.84 / 5.58

Positions of all 63 atoms, in Å:
Ir  -0.135  -0.957  -0.329
C  4.824  1.868  -0.526
N  3.494  1.437  -0.959
C  2.878  1.832  -2.108
C  1.664  1.219  -2.122
N  1.525  0.442  -0.999
C  2.649  0.606  -0.308
P  2.984  0.092  1.388
C  2.394  -1.613  1.389
N  1.176  -2.022  1.036
C  1.053  -3.316  1.470
C  2.209  -3.681  2.087
N  3.044  -2.606  2.031
C  4.387  -2.551  2.607
C  1.437  0.723  2.099
N  0.217  0.388  1.688
C  -0.642  0.914  2.619
C  0.068  1.591  3.564
N  1.382  1.465  3.225
C  2.510  2.010  3.977
H  5.255  2.472  -1.318
H  5.462  1.005  -0.352
H  4.756  2.466  0.380
H  3.342  2.507  -2.806
H  0.895  1.349  -2.856
H  0.170  -3.907  1.320
H  2.495  -4.608  2.552
H  4.677  -3.561  2.880
H  4.397  -1.924  3.496
H  5.094  -2.169  1.875
H  -1.698  0.752  2.590
H  -0.248  2.130  4.441
H  2.115  2.616  4.787
H  3.124  2.638  3.337
H  3.112  1.207  4.397
S  -0.877  -5.132  -1.738
C  -0.672  -3.644  -1.185
S  -1.608  -2.703  -0.036
S  0.680  -2.572  -1.648
N  -4.214  1.140  1.305
C  -3.123  1.255  0.532
O  -2.278  0.362  0.511
C  -3.092  2.527  -0.283
I  -1.159  3.171  -0.823
H  -4.370  0.283  1.812
H  -4.927  1.850  1.334
H  -3.546  3.345  0.271
H  -3.662  2.364  -1.198
N  -1.655  0.016  -4.143
C  -0.780  -0.348  -3.209
N  -1.336  -0.533  -2.028
C  -2.726  -0.362  -2.235
C  -3.856  -0.623  -1.453
C  -5.096  -0.390  -2.009
C  -5.253  0.075  -3.324
C  -4.158  0.273  -4.133
C  -2.914  0.023  -3.563
H  -1.440  0.153  -5.118
H  0.252  -0.550  -3.434
H  -3.773  -1.019  -0.456
H  -5.979  -0.598  -1.418
H  -6.247  0.244  -3.715
H  -4.256  0.579  -5.166

---

## B
# C22H25IIrN9OPS3

C22H25IIrN9OPS3 as an isolated structure (ωB97M-V/def2-TZVPD, the OMol25 dataset).

Values from the calculation:
- E_HOMO (spin up / spin down) (hartree) = -0.4774 / -0.4840
- net charge = +2
- LUMO level (spin up / spin down) (eV) = -5.1867 / -6.4685
- multiplicity = 2
- <S²> = 0.757
- frontier orbital gap (spin up / spin down) (eV) = 7.80 / 6.70

Positions of all 63 atoms, in Å:
Ir  -0.277  0.196  -0.972
C  3.188  -3.066  1.853
N  2.083  -2.724  0.957
C  1.335  -3.618  0.246
C  0.427  -2.891  -0.465
N  0.612  -1.567  -0.189
C  1.624  -1.486  0.674
P  2.353  0.047  1.326
C  0.780  0.864  1.722
N  -0.244  0.975  0.877
C  -1.207  1.733  1.479
C  -0.748  2.098  2.707
N  0.498  1.554  2.844
C  1.361  1.707  4.014
C  2.565  0.865  -0.280
N  1.678  0.837  -1.273
C  2.198  1.584  -2.291
C  3.418  2.053  -1.909
N  3.639  1.593  -0.642
C  4.801  1.911  0.186
H  3.290  -4.147  1.867
H  2.979  -2.716  2.861
H  4.116  -2.628  1.493
H  1.509  -4.679  0.297
H  -0.327  -3.241  -1.142
H  -2.140  1.974  1.003
H  -1.194  2.709  3.472
H  0.749  2.032  4.849
H  2.130  2.452  3.822
H  1.822  0.755  4.263
H  1.671  1.734  -3.210
H  4.130  2.675  -2.423
H  5.506  2.473  -0.420
H  5.281  0.999  0.532
H  4.502  2.521  1.035
S  -1.916  4.649  -0.588
C  -0.761  3.514  -0.943
S  0.674  3.947  -0.212
S  -1.040  2.175  -2.016
N  0.033  0.396  -5.405
C  -0.454  -0.208  -4.321
O  0.171  -0.155  -3.250
C  -1.781  -0.896  -4.553
I  -2.186  -2.331  -3.073
H  0.915  0.880  -5.357
H  -0.435  0.350  -6.294
H  -1.775  -1.435  -5.497
H  -2.572  -0.149  -4.572
N  -4.444  -0.069  -0.321
C  -3.335  0.226  -1.009
N  -2.252  -0.257  -0.437
C  -2.687  -0.928  0.715
C  -2.002  -1.647  1.696
C  -2.743  -2.193  2.723
C  -4.137  -2.039  2.796
C  -4.829  -1.343  1.830
C  -4.076  -0.805  0.792
H  -5.379  0.189  -0.594
H  -3.346  0.797  -1.921
H  -0.932  -1.779  1.657
H  -2.241  -2.763  3.493
H  -4.675  -2.478  3.624
H  -5.903  -1.225  1.875

---

Least stable structure: A

---

## A
# C18H20ClNO11P2RuS2

C18H20ClNO11P2RuS2 as an isolated structure (ωB97M-V/def2-TZVPD, the OMol25 dataset).

Values from the calculation:
- E_HOMO (spin up / spin down) (hartree) = -0.1717 / -0.1855
- net charge = -1
- LUMO level (spin up / spin down) (eV) = 2.4148 / 1.4104
- multiplicity = 6
- <S²> = 8.763
- frontier orbital gap (spin up / spin down) (eV) = 7.09 / 6.46

Positions of all 56 atoms, in Å:
Ru  0.676  0.002  -0.016
C  -2.462  1.078  2.823
C  -2.525  -0.377  2.358
O  -3.566  -1.105  3.025
P  -0.960  -1.240  2.722
O  -1.188  -2.759  2.379
O  -0.943  -1.257  4.331
O  0.313  -0.652  2.205
P  -2.881  -0.427  0.538
O  -2.910  -2.040  0.280
O  -4.214  0.157  0.292
O  -1.637  0.099  -0.128
H  -2.355  1.128  3.909
H  -3.386  1.574  2.529
H  -1.622  1.600  2.370
H  -3.398  -1.074  3.974
H  -1.411  -2.867  1.431
H  -0.065  -0.998  4.638
H  -3.794  -2.348  0.517
C  -0.319  2.150  -2.315
C  -0.249  0.817  -2.999
C  -0.401  0.711  -4.402
C  -0.347  -0.507  -4.994
C  -0.142  -1.668  -4.218
C  -0.109  -2.962  -4.785
C  0.095  -4.039  -3.974
C  0.287  -3.869  -2.588
C  0.271  -2.627  -1.993
S  0.529  -2.485  -0.267
C  0.034  -1.495  -2.829
N  -0.033  -0.250  -2.264
H  -0.832  2.882  -2.939
H  0.686  2.520  -2.100
H  -0.861  2.057  -1.375
H  -0.557  1.610  -4.983
H  -0.458  -0.607  -6.069
H  -0.252  -3.077  -5.854
H  0.116  -5.038  -4.395
H  0.457  -4.735  -1.958
O  1.911  3.280  0.227
Cl  1.511  2.516  1.377
O  1.688  3.254  2.588
O  0.099  2.107  1.211
O  2.263  1.251  1.424
S  2.647  0.139  -1.566
C  4.133  0.151  -0.603
C  4.721  -1.053  -0.215
C  5.918  -1.062  0.492
C  6.546  0.131  0.820
C  5.965  1.335  0.440
C  4.768  1.348  -0.263
H  4.220  -1.982  -0.467
H  6.358  -2.007  0.791
H  7.479  0.125  1.372
H  6.441  2.273  0.702
H  4.299  2.283  -0.540

---

## B
# C18H20ClNO11P2RuS2

C18H20ClNO11P2RuS2 as an isolated structure (ωB97M-V/def2-TZVPD, the OMol25 dataset).

Values from the calculation:
- E_HOMO (spin up / spin down) (hartree) = -0.1782 / -0.1896
- net charge = -1
- LUMO level (spin up / spin down) (eV) = 2.3283 / 1.3491
- multiplicity = 6
- <S²> = 8.765
- frontier orbital gap (spin up / spin down) (eV) = 7.18 / 6.51

Positions of all 56 atoms, in Å:
Ru  -0.128  0.559  0.453
C  1.470  2.729  3.894
C  0.326  1.802  4.323
O  0.096  1.829  5.728
P  0.732  0.102  3.828
O  1.957  -0.250  4.812
O  -0.378  -0.900  4.327
O  1.139  -0.077  2.406
P  -1.197  2.327  3.395
O  -2.243  1.273  4.016
O  -1.526  3.737  3.659
O  -0.920  1.900  1.961
H  2.399  2.466  4.406
H  1.187  3.751  4.146
H  1.632  2.668  2.817
H  0.888  1.496  6.168
H  2.620  -0.739  4.310
H  -1.180  -0.825  3.772
H  -2.999  1.128  3.422
C  0.179  -2.826  0.283
C  -0.649  -2.349  -0.873
C  -1.375  -3.294  -1.637
C  -2.145  -2.874  -2.670
C  -2.210  -1.498  -2.992
C  -3.013  -1.007  -4.044
C  -3.049  0.335  -4.287
C  -2.282  1.224  -3.512
C  -1.477  0.786  -2.484
S  -0.490  1.925  -1.597
C  -1.450  -0.611  -2.207
N  -0.690  -1.067  -1.161
H  0.765  -3.699  -0.010
H  -0.477  -3.109  1.110
H  0.857  -2.051  0.636
H  -1.316  -4.341  -1.367
H  -2.719  -3.578  -3.262
H  -3.594  -1.705  -4.635
H  -3.673  0.726  -5.081
H  -2.317  2.286  -3.718
O  -3.875  -0.123  2.277
Cl  -3.012  -0.659  1.257
O  -3.566  -1.851  0.691
O  -1.689  -0.977  1.853
O  -2.755  0.334  0.231
S  2.325  0.348  -0.006
C  2.944  0.411  -1.663
C  3.749  -0.647  -2.096
C  4.318  -0.637  -3.362
C  4.099  0.433  -4.220
C  3.311  1.494  -3.794
C  2.738  1.487  -2.530
H  3.920  -1.478  -1.421
H  4.940  -1.467  -3.680
H  4.538  0.439  -5.211
H  3.144  2.339  -4.453
H  2.122  2.310  -2.206

---

Least stable structure: A

---

## A
# C5H13N2O

A 3-piece molecular cluster, C5H13N2O overall (ωB97M-V/def2-TZVPD, the OMol25 dataset).

Values from the calculation:
- E_HOMO (spin up / spin down) (hartree) = -0.5819 / -0.5821
- net charge = +2
- LUMO level (spin up / spin down) (eV) = -13.0055 / -13.0066
- multiplicity = 2
- <S²> = 0.754
- frontier orbital gap (spin up / spin down) (eV) = 2.83 / 2.83

Positions of all 21 atoms, in Å:
C  -4.373  -0.284  0.698
N  1.958  -0.064  -1.552
C  1.078  -1.218  -1.530
C  -0.246  -0.453  -1.408
O  -0.768  -0.205  -0.354
C  -3.558  -1.208  0.009
N  2.795  0.741  1.110
C  2.357  1.797  1.965
H  -3.970  0.628  1.133
H  -5.455  -0.309  0.655
H  2.521  -0.065  -2.404
H  1.206  -1.869  -0.661
H  1.036  -1.857  -2.416
H  -0.686  -0.012  -2.314
H  -2.473  -1.096  0.026
H  -3.984  -2.086  -0.463
H  2.155  0.525  0.311
H  3.738  0.789  0.710
H  2.648  2.777  1.548
H  1.273  1.805  1.966
H  2.749  1.662  2.972

---

## B
# C5H13N2O

An isolated ion of composition C5H13N2O and charge +2 (ωB97M-V/def2-TZVPD, the OMol25 dataset).

Values from the calculation:
- E_HOMO (spin up / spin down) (hartree) = -0.6666 / -0.6654
- net charge = +2
- LUMO level (spin up / spin down) (eV) = -9.0468 / -12.7025
- multiplicity = 2
- <S²> = 0.759
- frontier orbital gap (spin up / spin down) (eV) = 9.09 / 5.40

Positions of all 21 atoms, in Å:
C  1.101  -0.691  1.132
N  0.372  0.044  0.094
C  -1.097  0.076  0.300
C  -1.779  0.568  -0.959
C  -1.928  -0.456  -2.189
O  -1.378  -1.486  -2.519
C  2.345  0.101  1.636
N  1.806  1.452  1.843
H  0.382  -0.857  1.980
H  1.527  -1.611  0.749
H  0.598  -0.414  -0.738
H  -1.356  -0.965  0.568
H  -1.428  0.695  1.145
H  -2.841  0.910  -0.602
H  -1.228  1.298  -1.478
H  -2.737  -0.187  -3.066
H  2.975  0.264  0.655
H  3.139  -0.365  2.340
H  2.581  2.100  1.937
H  1.228  1.418  0.997
H  1.090  1.543  2.580

---

Least stable structure: A

---

## A
# C2H3N3S

A 2-piece molecular cluster, C2H3N3S overall (ωB97M-V/def2-TZVPD, the OMol25 dataset).

Values from the calculation:
- E_HOMO (spin up / spin down) (hartree) = -0.2930 / -0.2928
- LUMO level (spin up / spin down) (eV) = -1.2824 / -1.2837
- multiplicity = 1
- frontier orbital gap (spin up / spin down) (eV) = 6.69 / 6.68

Positions of all 9 atoms, in Å:
C  -0.504  0.647  0.296
C  -1.216  -0.570  0.727
N  -0.326  -1.326  -0.139
N  0.471  -0.225  -0.370
N  1.711  -0.015  -0.583
S  -2.203  0.659  -0.362
H  -0.187  1.468  0.841
H  0.233  -2.192  0.069
H  2.022  1.554  -0.479

---

## B
# C2H3N3S

One molecule with the formula C2H3N3S (ωB97M-V/def2-TZVPD, the OMol25 dataset).

Values from the calculation:
- E_HOMO (hartree) = -0.3690
- LUMO level (eV) = 0.3390
- multiplicity = 1
- frontier orbital gap (eV) = 10.38

Positions of all 9 atoms, in Å:
C  0.521  -0.314  -0.030
C  0.862  1.136  -0.117
H  -2.364  0.859  1.035
H  -1.043  -1.594  0.035
H  2.212  -0.964  -0.463
N  -0.835  -0.526  0.038
N  1.300  -1.312  -0.165
N  1.415  2.158  -0.085
S  -2.066  0.558  -0.248

---

Least stable structure: A